No. 1
Computed, not measured: a molecular structure, C6H9N, with ωB97M-V/def2-TZVPD.

```
16
C6H9N, DFT ωB97M-V/def2-TZVPD
C -0.340 1.728 0.581
C -0.221 0.355 -0.057
C -0.695 0.030 -1.431
C -0.601 -0.885 0.700
C 0.534 -1.713 0.522
N 1.258 -1.438 -0.691
C 1.190 -0.306 0.106
H 0.100 1.766 1.590
H -1.385 2.045 0.653
H 0.183 2.459 -0.047
H -1.776 -0.009 -1.554
H -0.188 0.555 -2.248
H -1.339 -1.008 1.501
H 0.862 -2.526 1.159
H 0.382 -1.175 -1.423
H 2.037 0.124 0.638
```

Values from the calculation:
Total energy (eV): -7851.932
Strongest force on any atom (hartree/bohr): 0.012
Total charge: 0
Energy relative to the best compared isomer or geometry (same formula, charge and spin) (eV): 6.2277
HOMO-LUMO gap (spin up / spin down) (eV): 7.05 / 7.05
Lowest unoccupied orbital energy (spin up / spin down) (eV): 0.015 / 0.015
E_HOMO (spin up / spin down) (eV): -7.04 / -7.04

=====

No. 2
Computed, not measured: C6H9N in the gas phase, with ωB97M-V/def2-TZVPD.

```
16
C6H9N, DFT ωB97M-V/def2-TZVPD
C 0.252 -2.699 2.083
C -0.186 -1.530 1.320
C -0.529 -0.570 0.677
C -0.871 0.611 -0.121
C 0.399 1.313 -0.593
C 1.183 0.941 -1.797
N 0.190 2.167 -1.781
H 0.714 -2.397 3.028
H 0.990 -3.275 1.514
H -0.590 -3.361 2.312
H -1.509 1.288 0.465
H -1.448 0.295 -1.002
H 0.917 1.826 0.223
H 0.613 0.164 -2.333
H -0.742 2.145 -2.182
H 0.618 3.083 -1.812
```

Values from the calculation:
Total energy (eV): -7853.053
Strongest force on any atom (hartree/bohr): 0.010
Total charge: 0
Energy relative to the best compared isomer or geometry (same formula, charge and spin) (eV): 5.1064
HOMO-LUMO gap (eV): 8.14
Lowest unoccupied orbital energy (eV): 0.761
E_HOMO (eV): -7.38

=====

No. 3
Computed, not measured: C6H9N in the gas phase, with ωB97M-V/def2-TZVPD.

```
16
C6H9N, DFT ωB97M-V/def2-TZVPD
C 0.795 0.319 2.602
C 0.317 1.012 1.408
C -0.059 1.456 0.348
C -0.229 1.268 -1.109
C 0.319 -0.200 -1.134
C -0.635 -1.275 -0.815
N 0.162 -1.345 -2.045
H 0.331 -0.674 2.672
H 0.554 0.874 3.509
H 1.880 0.171 2.560
H 0.329 2.031 -1.670
H -1.283 1.365 -1.402
H 1.279 -0.186 -0.626
H -1.682 -1.080 -1.040
H -0.482 -1.942 0.031
H 0.956 -1.964 -1.853
```

Values from the calculation:
Total energy (eV): -7854.332
Strongest force on any atom (hartree/bohr): 0.012
SMILES string: CC#CC[C@H]1CN1
Total charge: 0
Energy relative to the best compared isomer or geometry (same formula, charge and spin) (eV): 3.8278
HOMO-LUMO gap (eV): 10.14
Lowest unoccupied orbital energy (eV): 0.924
E_HOMO (eV): -9.22

=====

No. 4
Computed, not measured: C6H9N in the gas phase, with ωB97M-V/def2-TZVPD.

```
16
C6H9N, DFT ωB97M-V/def2-TZVPD
C -0.620 2.755 -0.312
C 0.535 1.945 0.217
C 0.803 0.702 -0.088
C 1.147 -0.536 -0.353
N 0.771 -1.670 0.406
C -0.066 -2.672 -0.230
C -0.604 -1.789 0.838
H -0.259 3.592 -0.922
H -1.199 3.185 0.514
H -1.288 2.144 -0.925
H 1.826 -0.759 -1.175
H 1.203 2.456 0.914
H 0.196 -3.704 -0.011
H -0.402 -2.482 -1.249
H -1.287 -0.998 0.531
H -0.757 -2.171 1.844
```

Values from the calculation:
Total energy (eV): -7855.032
Strongest force on any atom (hartree/bohr): 0.005
SMILES string: CC=C=CN1CC1
Total charge: 0
Energy relative to the best compared isomer or geometry (same formula, charge and spin) (eV): 3.1279
HOMO-LUMO gap (eV): 9.48
Lowest unoccupied orbital energy (eV): 1.127
E_HOMO (eV): -8.36

=====

No. 5
Computed, not measured: a molecular structure, C6H9N, with ωB97M-V/def2-TZVPD.

```
16
C6H9N, DFT ωB97M-V/def2-TZVPD
C 1.943 0.410 -0.029
N 0.862 -0.508 -0.301
C -0.008 -0.978 0.782
C -1.148 0.023 1.047
C -0.946 1.068 -0.075
C -0.366 -0.033 -0.980
C -1.096 -1.119 -0.181
H 1.668 1.285 0.577
H 2.350 0.753 -0.987
H 2.728 -0.143 0.494
H 0.341 -1.669 1.540
H -2.130 -0.494 0.831
H -0.281 1.914 0.144
H -1.912 1.460 -0.396
H -0.353 0.056 -2.066
H -1.654 -2.025 -0.399
```

Values from the calculation:
Total energy (eV): -7852.758
Strongest force on any atom (hartree/bohr): 0.038
Total charge: 0
Energy relative to the best compared isomer or geometry (same formula, charge and spin) (eV): 5.4018
HOMO-LUMO gap (eV): 9.52
Lowest unoccupied orbital energy (eV): 1.156
E_HOMO (eV): -8.36

=====

No. 6
Computed, not measured: a molecular structure, C6H9N, with ωB97M-V/def2-TZVPD.

```
16
C6H9N, DFT ωB97M-V/def2-TZVPD
C -1.801 -0.764 0.065
N -0.380 -0.866 0.140
C 0.405 0.042 1.006
C 1.651 -0.483 0.299
C 0.404 -0.335 -0.961
C 0.284 1.192 -0.899
C 0.299 1.436 0.416
H -2.141 0.271 -0.077
H -2.108 -1.381 -0.787
H -2.189 -1.197 0.990
H 0.229 -0.094 2.075
H 2.071 -1.362 0.827
H 2.280 0.036 -0.391
H 0.340 -0.782 -1.965
H 0.334 1.918 -1.702
H 0.320 2.369 0.963
```

Values from the calculation:
Total energy (eV): -7853.854
Strongest force on any atom (hartree/bohr): 0.049
Total charge: 0
Energy relative to the best compared isomer or geometry (same formula, charge and spin) (eV): 4.3052
HOMO-LUMO gap (eV): 9.72
Lowest unoccupied orbital energy (eV): 1.174
E_HOMO (eV): -8.55

=====

No. 7
Computed, not measured: a molecular structure, C6H9N, with ωB97M-V/def2-TZVPD.

```
16
C6H9N, DFT ωB97M-V/def2-TZVPD
C 2.037 0.043 -0.073
C 0.556 -0.160 0.047
C -0.393 0.545 1.008
C -1.095 1.122 -0.219
N -0.448 0.107 -1.111
C -1.048 -1.207 -0.670
C -0.212 -1.327 0.617
H 2.286 1.087 -0.305
H 2.436 -0.591 -0.876
H 2.526 -0.244 0.866
H -0.018 1.061 1.897
H -2.194 1.152 -0.247
H -0.692 2.113 -0.461
H -0.672 -1.999 -1.335
H -2.148 -1.260 -0.644
H -0.919 -0.444 1.508
```

Values from the calculation:
Total energy (eV): -7852.428
Strongest force on any atom (hartree/bohr): 0.011
Total charge: 0
Energy relative to the best compared isomer or geometry (same formula, charge and spin) (eV): 5.7315
HOMO-LUMO gap (eV): 9.40
Lowest unoccupied orbital energy (eV): 1.024
E_HOMO (eV): -8.38

=====

No. 8
Computed, not measured: C6H9N in the gas phase, with ωB97M-V/def2-TZVPD.

```
16
C6H9N, DFT ωB97M-V/def2-TZVPD
C -2.524 -0.492 0.170
C -1.103 -0.048 -0.028
C -0.584 1.295 0.306
C 0.706 1.303 -0.049
C 1.020 -0.044 -0.639
C 2.192 -0.782 0.005
N -0.212 -0.817 -0.544
H -2.551 -1.511 0.567
H -3.069 0.171 0.851
H -3.048 -0.498 -0.794
H -1.160 2.100 0.752
H 1.420 2.116 0.046
H 2.306 -1.765 -0.461
H 3.125 -0.225 -0.127
H 2.016 -0.926 1.077
H 1.231 0.082 -1.712
```

Values from the calculation:
Total energy (eV): -7857.510
Strongest force on any atom (hartree/bohr): 0.006
SMILES string: CC1=N[C@H](C)C=C1
Total charge: 0
Energy relative to the best compared isomer or geometry (same formula, charge and spin) (eV): 0.6493
HOMO-LUMO gap (eV): 10.39
Lowest unoccupied orbital energy (eV): 0.950
E_HOMO (eV): -9.44

=====

No. 9
Computed, not measured: C6H9N in the gas phase, with ωB97M-V/def2-TZVPD.

```
16
C6H9N, DFT ωB97M-V/def2-TZVPD
C -0.204 -1.392 -1.868
C -0.838 -0.656 -0.700
C -0.573 0.658 -0.486
C -0.078 0.804 0.854
C 0.962 1.846 1.112
C -0.282 -0.389 1.478
N -0.798 -1.300 0.560
H -0.806 -1.712 -2.717
H 0.604 -0.745 -2.234
H 0.305 -2.255 -1.425
H -0.492 1.415 -1.259
H 1.481 1.680 2.058
H 0.569 2.865 1.066
H 1.708 1.753 0.308
H 0.076 -0.759 2.433
H -1.636 -1.812 0.821
```

Values from the calculation:
Total energy (eV): -7856.406
Strongest force on any atom (hartree/bohr): 0.013
SMILES string: Cc1c[nH]c(C)c1
Total charge: 0
Energy relative to the best compared isomer or geometry (same formula, charge and spin) (eV): 1.7537
HOMO-LUMO gap (eV): 8.89
Lowest unoccupied orbital energy (eV): 1.065
E_HOMO (eV): -7.83

=====

No. 10
Computed, not measured: C6H9N in the gas phase, with ωB97M-V/def2-TZVPD.

```
16
C6H9N, DFT ωB97M-V/def2-TZVPD
C 1.935 1.152 0.161
C 0.611 0.499 -0.097
C 0.505 -0.845 -0.133
C -0.508 1.414 -0.233
C -1.001 -2.606 0.028
C -1.791 1.123 -0.044
N -0.662 -1.488 -0.439
H 1.391 -1.456 0.037
H -0.237 2.442 -0.452
H 2.745 0.434 0.119
H 1.941 1.619 1.144
H 2.120 1.934 -0.575
H -0.442 -3.175 0.781
H -1.927 -3.041 -0.325
H -2.125 0.129 0.201
H -2.554 1.865 -0.174
```

Values from the calculation:
Total energy (eV): -7856.089
Strongest force on any atom (hartree/bohr): 0.021
SMILES string: C=C/C(C)=C\N=C
Total charge: 0
Energy relative to the best compared isomer or geometry (same formula, charge and spin) (eV): 2.0702
HOMO-LUMO gap (eV): 8.84
Lowest unoccupied orbital energy (eV): 0.604
E_HOMO (eV): -8.24